1.
# C4H12N2O3P

A gas-phase ion, C4H12N2O3P (charge +1) in a non-equilibrium geometry (ωB97M-V/def2-TZVPD, the Open Molecules 2025 dataset).

Calculated values
LUMO energy = -3.723 eV
energy above the lowest of the compared OMol25 structures with the same formula, charge and spin = 0.0 kcal per mole
total charge = +1
orbital gap = 10.0 eV
spin multiplicity = 1
SMILES string = N=P(O)(O)[NH+]1CCOCC1
maximum force = 0.10806 hartree/bohr

XYZ file:
```
22
Properties=species:S:1:pos:R:3:nbo_charge:R:1
N 2.58154 0.08709 1.18527 -1.2724
P 1.98549 0.29754 -0.25044 2.2549
O 2.56112 -0.84453 -1.33118 -0.9073
O 2.38985 1.78916 -0.82809 -0.8976
N 0.21077 0.07135 -0.19875 -0.6848
C -0.22899 -1.11225 0.63331 -0.2517
C -1.66775 -1.43667 0.09635 -0.0927
O -2.50747 -0.36836 0.49118 -0.4847
C -2.09507 0.88032 -0.03017 -0.0896
C -0.58964 1.23572 0.29385 -0.2675
H 3.21183 -0.71098 1.09398 0.4040
H 1.97140 -1.59998 -1.21835 0.4933
H 1.60987 2.32655 -1.02088 0.5061
H -0.12896 -0.12905 -1.15156 0.4453
H -0.38567 -0.74358 1.65667 0.2619
H 0.46787 -1.95780 0.58387 0.2465
H -1.63588 -1.59597 -1.00407 0.1723
H -1.99932 -2.38058 0.55146 0.2457
H -2.72539 1.63682 0.46223 0.2447
H -2.21721 0.97678 -1.12734 0.1816
H -0.43946 1.41513 1.36921 0.2646
H -0.36892 2.16328 -0.25654 0.2272
```

=====

2.
# C4H12N2O3S

2 unconnected molecules or ions with the total composition C4H12N2O3S in a non-equilibrium geometry (ωB97M-V/def2-TZVPD, the Open Molecules 2025 dataset).

Calculated values
LUMO energy = 0.548 eV
energy above the lowest of the compared OMol25 structures with the same formula, charge and spin = 31.0 kcal per mole
orbital gap = 9.4 eV
spin multiplicity = 1
maximum force = 0.07834 hartree/bohr

XYZ file:
```
22
Properties=species:S:1:pos:R:3:nbo_charge:R:1
C 1.25529 -0.69822 -1.19568 -0.6279
C -1.12752 -1.85056 0.50461 -0.4875
C 1.15249 -0.71929 0.32374 -0.0790
C -0.34622 -0.85856 0.78175 0.1811
N -0.84912 0.19246 1.56602 -0.8536
N 1.76055 0.42267 0.96560 -0.8738
O -0.79164 2.10055 -1.43611 -0.9184
O -3.18939 1.67617 -1.56586 -0.9319
O -2.04631 2.78323 0.69093 -0.8831
S -1.80028 1.59866 -0.56281 1.7493
H 0.87401 0.08093 -1.74407 0.2257
H 0.89094 -1.61732 -1.67762 0.2072
H 2.30581 -0.68798 -1.50779 0.2031
H -3.50042 2.44626 -1.98075 0.4905
H -2.19853 -1.80956 0.75784 0.1971
H -0.81022 -2.61322 -0.21790 0.2073
H 1.67668 -1.70264 0.67576 0.2035
H -0.37941 0.42171 2.35802 0.3804
H -1.71621 -0.07462 2.06136 0.3613
H -2.25157 2.25060 1.45069 0.4816
H 1.25149 1.27175 0.67062 0.3815
H 2.84053 0.39727 0.88747 0.3855
```

=====

3.
# C4H12N2OS

C4H12N2OS in the gas phase in a non-equilibrium geometry (ωB97M-V/def2-TZVPD, the Open Molecules 2025 dataset).

Calculated values
LUMO energy = 0.758 eV
energy above the lowest of the compared OMol25 structures with the same formula, charge and spin = 34.7 kcal per mole
orbital gap = 9.7 eV
spin multiplicity = 1
SMILES string = NC[C@@H](CS)NCO
maximum force = 0.02132 hartree/bohr

XYZ file:
```
20
Properties=species:S:1:pos:R:3:nbo_charge:R:1
N 0.42389 2.24341 1.00575 -0.8601
C 0.95038 1.23827 0.12029 -0.2294
C 0.01886 0.00060 0.05280 -0.0760
C -0.57950 -0.26729 -1.33425 -0.4900
S -1.31670 1.18837 -2.19300 -0.0685
N 0.66358 -1.24180 0.49008 -0.6345
C 0.31394 -1.62872 1.85142 0.1038
O 0.71708 -2.95566 2.14297 -0.7086
H -0.42357 2.72580 0.75585 0.3688
H 1.11651 2.86935 1.38330 0.3708
H 1.07915 1.55346 -0.92380 0.1702
H 1.91023 0.92150 0.50799 0.1907
H -0.83426 0.21479 0.68548 0.2026
H 0.14256 -0.73720 -1.99571 0.2164
H -1.45982 -0.88829 -1.20521 0.2268
H -0.77080 2.19276 -1.49854 0.1079
H 1.66352 -1.14472 0.44113 0.3458
H -0.77318 -1.61122 1.90725 0.1703
H 0.75539 -0.96767 2.60882 0.1335
H 1.64264 -3.04275 1.91652 0.4596
```

=====

4.
# C4H12N2P

3 unconnected molecules or ions with the total composition C4H12N2P in a non-equilibrium geometry (ωB97M-V/def2-TZVPD, the Open Molecules 2025 dataset).

Calculated values
LUMO energy = -4.511 eV
energy above the lowest of the compared OMol25 structures with the same formula, charge and spin = 72.6 kcal per mole
total charge = +1
orbital gap = 9.5 eV
spin multiplicity = 1
maximum force = 0.09016 hartree/bohr

XYZ file:
```
19
Properties=species:S:1:pos:R:3:nbo_charge:R:1
C 1.50337 -0.05578 -0.08997 -0.4344
C 1.17182 -1.57951 0.12860 -0.2281
C 0.26202 0.61616 0.52757 -0.1124
C -0.85766 -0.39706 0.14838 0.1308
N 0.10762 1.99172 0.01038 -0.8214
N -0.29858 -1.60245 0.05864 -0.5019
P -2.66115 -0.16119 -0.05771 0.3580
H 2.31216 0.35691 0.48978 0.2554
H 1.68282 0.02248 -1.10025 0.2403
H 1.68070 -2.31298 -0.67655 0.2478
H 1.36410 -2.04311 1.03730 0.2225
H 0.11464 0.44445 1.67021 0.2593
H -0.80938 0.41904 -1.45224 -0.0804
H -0.03360 2.62539 0.77972 0.4021
H 0.92175 2.27593 -0.51812 0.3920
H -0.42371 1.22038 -1.60238 0.1495
H -0.93116 -2.37537 0.11763 0.4329
H -2.69579 1.18239 0.42885 0.0345
H -3.18128 -0.73194 1.30021 0.0536
```

=====

5.
# C4H12N2P

2 unconnected molecules or ions with the total composition C4H12N2P in a non-equilibrium geometry (ωB97M-V/def2-TZVPD, the Open Molecules 2025 dataset).

Calculated values
LUMO energy (alpha / beta) = -5.980 / -5.972 eV
energy above the lowest of the compared OMol25 structures with the same formula, charge and spin = 116.8 kcal per mole
total charge = +1
orbital gap (alpha / beta) = 7.5 / 7.5 eV
spin multiplicity = 1
maximum force = 0.08453 hartree/bohr

XYZ file:
```
19
Properties=species:S:1:pos:R:3:nbo_charge:R:1
C -2.70634 0.05815 -0.26586 -0.6058
C 2.35478 -2.26501 0.42480 -0.1698
C -1.41141 0.87521 -0.49886 -0.4087
C -0.62621 1.06961 0.82884 -0.2836
N 0.16827 -0.17709 0.88259 0.0082
N 1.24514 -0.18879 0.32689 -0.3392
P 2.12158 1.09569 -0.42184 0.5138
H -3.35013 0.64107 0.47258 0.2099
H -3.17543 -0.06667 -1.18396 0.2286
H -2.64950 -0.79531 0.32912 0.2222
H 3.40711 -1.92753 0.46080 0.2063
H 1.86646 -2.41763 -0.57792 0.2433
H 2.12591 -2.69065 1.42856 0.2377
H -1.58040 1.87026 -0.83871 0.2328
H -0.92829 0.37023 -1.31575 0.2083
H 0.05731 1.88568 0.90127 0.2126
H -1.35052 1.14815 1.60315 0.2438
H 1.21356 1.17775 -1.57613 0.0262
H 3.21812 0.33687 -0.97958 0.0134
```

=====

6.
# C4H12N2S

2 unconnected molecules or ions with the total composition C4H12N2S in a non-equilibrium geometry (ωB97M-V/def2-TZVPD, the Open Molecules 2025 dataset).

Calculated values
LUMO energy (alpha / beta) = 3.964 / 3.940 eV
energy above the lowest of the compared OMol25 structures with the same formula, charge and spin = 48.3 kcal per mole
total charge = -1
orbital gap (alpha / beta) = 5.5 / 6.8 eV
spin multiplicity = 2
maximum force = 0.08077 hartree/bohr

XYZ file:
```
19
Properties=species:S:1:pos:R:3:nbo_charge:R:1
C 0.36101 0.69979 1.01368 -0.2424
N 0.96481 -0.58733 0.51371 -0.6923
C 1.08262 -0.96927 -0.93586 -0.0493
N 2.03186 -2.07402 -1.13761 -0.8646
C -1.24515 0.77122 1.21272 -0.4454
C -1.99093 0.59004 -0.31052 -0.5431
S -1.08892 1.40360 -1.65407 -0.4458
H 0.68787 1.53133 0.35744 0.2452
H 0.84448 0.82894 2.00604 0.1615
H 0.83171 -1.28808 1.14015 0.3372
H 0.06802 -1.13889 -1.28912 0.1821
H 1.46793 -0.10276 -1.53534 0.1934
H 1.56507 -3.01373 -1.24812 0.3467
H 2.71470 -2.07143 -0.44592 0.3541
H -1.59299 1.77085 1.47332 0.2052
H -1.48691 0.15307 2.10104 0.1746
H -2.94580 1.11392 -0.31919 0.1895
H -2.14980 -0.44818 -0.58862 0.1774
H -0.11956 2.83093 -0.35374 -0.2840
```

=====

7.
# C4H12N2S

C4H12N2S in the gas phase in a non-equilibrium geometry (ωB97M-V/def2-TZVPD, the Open Molecules 2025 dataset).

Calculated values
LUMO energy = 0.994 eV
energy above the lowest of the compared OMol25 structures with the same formula, charge and spin = 15.2 kcal per mole
orbital gap = 9.7 eV
spin multiplicity = 1
SMILES string = NCCNCCS
maximum force = 0.02715 hartree/bohr

XYZ file:
```
19
Properties=species:S:1:pos:R:3:nbo_charge:R:1
N 2.27337 1.58343 -0.03891 -0.8499
C 1.09173 1.80757 -0.90926 -0.2297
C 0.25989 0.55418 -0.99090 -0.2195
N -0.17362 0.03980 0.29349 -0.6640
C -1.52730 -0.45371 0.45464 -0.2189
C -1.62451 -1.87167 1.04027 -0.5346
S -0.41136 -3.01499 0.37288 -0.0368
H 2.29453 0.58488 0.17321 0.3545
H 3.17197 1.75002 -0.47436 0.3616
H 0.51992 2.57599 -0.39402 0.1767
H 1.31897 2.15541 -1.90805 0.1928
H -0.57555 0.64074 -1.68684 0.1873
H 0.86806 -0.22055 -1.49853 0.1736
H 0.09868 0.63092 1.06662 0.3725
H -2.08402 0.25950 1.07358 0.1855
H -2.02957 -0.42276 -0.51463 0.1854
H -2.62094 -2.24624 0.82642 0.2248
H -1.51741 -1.80464 2.11262 0.2100
H 0.66718 -2.54790 1.00178 0.1288
```

=====

8.
# C4H12N2S

C4H12N2S in the gas phase in a non-equilibrium geometry (ωB97M-V/def2-TZVPD, the Open Molecules 2025 dataset).

Calculated values
LUMO energy = 0.993 eV
energy above the lowest of the compared OMol25 structures with the same formula, charge and spin = 12.5 kcal per mole
orbital gap = 9.3 eV
spin multiplicity = 1
SMILES string = NCNCCCS
maximum force = 0.01965 hartree/bohr

XYZ file:
```
19
Properties=species:S:1:pos:R:3:nbo_charge:R:1
N 2.77716 1.19012 -0.85328 -0.8291
C 1.83888 0.12012 -0.59600 -0.0301
N 0.84637 0.45044 0.39241 -0.6876
C 0.12868 -0.54334 1.10902 -0.2046
C -1.27147 -0.91960 0.54257 -0.4240
C -1.99193 0.26370 -0.07220 -0.4949
S -3.57114 -0.24530 -0.86206 -0.0585
H 3.36042 1.40265 -0.05093 0.3558
H 2.30756 2.05199 -1.10970 0.3517
H 2.40057 -0.73926 -0.22677 0.1680
H 1.36797 -0.11905 -1.55219 0.1563
H 0.75006 1.41343 0.65768 0.3788
H 0.04084 -0.28307 2.17105 0.1865
H 0.71432 -1.46737 1.03428 0.1853
H -1.87280 -1.35551 1.34141 0.2133
H -1.07572 -1.62622 -0.26664 0.1913
H -1.38898 0.72005 -0.84016 0.2178
H -2.32239 0.98350 0.68019 0.2132
H -3.03842 -1.29727 -1.49868 0.1109
```

=====

9.
# C4H12N2S

C4H12N2S in the gas phase (ωB97M-V/def2-TZVPD, the Open Molecules 2025 dataset).

Calculated values
LUMO energy = 0.995 eV
energy above the lowest of the compared OMol25 structures with the same formula, charge and spin = 6.6 kcal per mole
orbital gap = 9.6 eV
spin multiplicity = 1
SMILES string = NCCNCCS
maximum force = 0.01942 hartree/bohr

XYZ file:
```
19
Properties=species:S:1:pos:R:3:nbo_charge:R:1
N 0.06248 2.35573 2.16479 -0.8629
C 0.42698 2.66092 0.80437 -0.2292
C -0.27121 1.70590 -0.16933 -0.2165
N -0.12254 0.30170 0.18151 -0.6503
C 0.92411 -0.41745 -0.51814 -0.2289
C 0.71679 -1.91346 -0.44539 -0.5044
S -0.88071 -2.45829 -1.14782 -0.0759
H 0.72136 2.64340 2.87091 0.3668
H -0.84029 2.70327 2.45250 0.3608
H 0.16760 3.68735 0.52589 0.1724
H 1.50441 2.47350 0.70606 0.1861
H 0.12125 1.90972 -1.16872 0.1918
H -1.33322 1.95559 -0.25141 0.1802
H 0.03184 0.25601 1.18458 0.3776
H 1.92493 -0.19520 -0.11948 0.1663
H 0.92724 -0.10106 -1.55452 0.1942
H 1.47422 -2.43732 -1.02408 0.2222
H 0.74195 -2.27682 0.57282 0.2073
H -1.62012 -1.67087 -0.35600 0.1425
```

=====

10.
# C4H12N2S

C4H12N2S in the gas phase in a non-equilibrium geometry (ωB97M-V/def2-TZVPD, the Open Molecules 2025 dataset).

Calculated values
LUMO energy = 0.835 eV
energy above the lowest of the compared OMol25 structures with the same formula, charge and spin = 32.5 kcal per mole
orbital gap = 9.7 eV
spin multiplicity = 1
SMILES string = CN[C@H](CN)CS
maximum force = 0.08069 hartree/bohr

XYZ file:
```
19
Properties=species:S:1:pos:R:3:nbo_charge:R:1
C 2.11791 -0.55921 -0.42201 -0.4249
N 0.86709 -1.03836 -0.98018 -0.6211
C -0.30787 -0.43742 -0.49770 -0.0714
C -0.25470 1.11293 -0.24885 -0.2528
N -1.56125 1.86360 -0.48912 -0.8397
C -0.68780 -1.27200 0.80010 -0.4903
S -2.25894 -0.88235 1.75766 -0.0778
H 2.29969 0.55134 -0.47009 0.1617
H 2.24964 -0.74221 0.59162 0.1910
H 3.06793 -0.85476 -0.97804 0.2115
H 0.94982 -0.89388 -1.97679 0.3669
H -1.15094 -0.56449 -1.11791 0.2084
H 0.41774 1.44359 -1.06383 0.1857
H 0.39307 1.42152 0.62247 0.1729
H -2.34046 1.50313 0.09615 0.3639
H -1.48744 2.79985 -0.12960 0.3533
H -0.81976 -2.35495 0.42912 0.2344
H 0.12009 -1.02111 1.45713 0.2059
H -1.61382 -0.07521 2.61987 0.1225
```